[1]
{"formula": "C33H39BN4O3PPt", "method": "ωB97M-V/def2-TZVPD", "homo_ha": [-0.5721, -0.5719], "gap_ev": [3.2024, 3.2046], "total_charge": 3, "e_above_lowest_kcal_mol": 12.4, "symbols": ["C", "H", "C", "P", "C", "H", "H", "Pt", "C", "H", "H", "C", "C", "H", "O", "H", "C", "H", "H", "H", "N", "C", "C", "H", "H", "C", "C", "O", "N", "H", "H", "C", "C", "H", "O", "C", "H", "C", "H", "H", "B", "H", "C", "C", "C", "H", "H", "H", "C", "C", "C", "C", "C", "C", "C", "C", "H", "H", "C", "H", "H", "H", "H", "N", "H", "C", "N", "H", "C", "C", "H", "H", "C", "H", "H", "H", "C", "H", "H", "H", "C", "H"], "coordinates": [[0.9055, -1.8410, 2.9680], [-0.8433, 1.3430, 2.6144], [2.4691, 2.4075, 0.4638], [-2.0316, -1.6201, -0.9515], [-2.8906, 1.9509, 2.7312], [3.4369, 6.7188, 0.6452], [-1.2351, -0.3852, 4.7860], [-0.3194, -0.7416, 0.4215], [-3.7494, -3.1873, -4.2478], [-5.0145, 2.3041, 2.5666], [3.3901, 5.9929, -0.9746], [5.9186, 5.7588, 1.3939], [-3.2422, -2.2838, -3.3340], [6.4563, 3.8403, -0.5482], [0.1139, -2.0143, 1.9454], [3.4263, 2.3540, 3.7745], [-2.6719, -2.7620, -2.1477], [-4.0723, -5.2554, -4.7109], [4.6655, 7.1301, -0.5536], [6.4509, 5.4748, -1.2117], [-1.9888, 0.3843, 1.1785], [4.1462, 3.6658, 2.2258], [-4.1627, 1.7627, 2.1771], [5.3782, 6.2173, 2.2236], [-0.7529, 2.7833, -2.9938], [4.1068, 4.0711, 0.8448], [0.7555, 1.2676, -3.2395], [1.5575, 1.6165, -0.1562], [-3.3297, -0.6721, -0.4175], [-2.1636, -4.4938, -0.9625], [-2.2367, 1.3426, -1.6575], [-1.8404, 1.2503, 2.2101], [2.4363, -2.2948, 5.2406], [-3.0516, -6.0889, -2.6256], [1.6855, 1.0023, 2.0384], [-1.0641, -1.3629, 4.3323], [-1.4656, -2.1280, 4.9965], [-3.6774, -4.5538, -3.9883], [-3.2777, -1.2206, -3.5444], [0.5741, -1.8059, 6.2074], [1.0692, 0.7134, 0.7845], [1.3919, 1.9026, -3.8426], [-3.2088, 0.1937, 0.6416], [-1.2886, 0.9633, -2.0183], [1.1835, -1.4588, 5.3740], [2.0957, -0.4105, -3.3432], [3.9630, -2.6236, 3.7599], [6.5256, 6.5415, 0.9414], [-3.1032, -5.0260, -2.8159], [4.0451, 6.3211, -0.1678], [3.3837, 2.6469, 2.7349], [-4.3236, 0.8847, 1.1355], [1.1569, -0.0336, -2.9613], [-2.6008, -4.1315, -1.8850], [2.8275, -2.3236, 1.5351], [5.8134, 4.6662, -0.8548], [3.1694, 3.7041, -1.0828], [-2.7272, 2.6316, 3.5537], [0.3250, -0.8589, -2.2264], [2.1721, -3.3538, 5.2245], [-4.1954, -2.8336, -5.1672], [-5.2916, 0.7120, 0.6847], [-1.5756, -1.4240, 3.3797], [0.3703, -1.5696, 4.1582], [3.0920, -2.1335, 6.0940], [4.9777, 5.1913, 0.3330], [2.2191, -2.0127, 2.8204], [3.2378, -3.3341, 1.5485], [-0.9267, -0.3800, -1.7481], [3.2311, 3.4162, -0.0437], [3.5685, -0.9220, 3.9980], [6.6059, 5.0043, 1.7805], [2.5360, 2.0132, 1.8300], [-4.2637, -0.8568, -0.7590], [3.6413, -1.6224, 1.3420], [0.5908, -1.9030, -2.0819], [-0.4593, 1.7682, -2.7638], [2.0999, -2.2645, 0.7312], [5.1966, 4.3450, -1.6935], [1.4166, -0.4047, 5.5512], [3.1457, -1.9305, 3.9554], [4.8146, 4.2001, 2.8841]], "atomic_forces_ev_per_a": [[0.27, 0.09, 0.46], [-0.03, 0.04, -0.03], [0.08, -0.24, 1.14], [-0.39, -0.34, -0.54], [-0.05, -0.11, -0.07], [-0.02, -0.01, -0.01], [0.00, -0.02, 0.01], [-0.78, 0.59, 0.44], [-0.01, 0.01, -0.02], [-0.01, 0.00, 0.00], [-0.01, -0.03, 0.01], [0.03, 0.03, -0.05], [0.02, 0.04, -0.04], [0.00, -0.02, -0.02], [-0.13, 0.22, -0.32], [0.02, 0.02, 0.01], [0.02, 0.03, 0.13], [0.00, 0.00, 0.00], [-0.03, 0.03, -0.01], [0.02, -0.01, -0.02], [0.78, -0.37, -0.53], [0.16, 0.36, -0.65], [0.02, 0.00, 0.00], [0.00, -0.03, 0.02], [0.00, 0.00, 0.01], [-0.30, -0.47, 0.28], [-0.10, 0.11, -0.02], [-0.60, -0.52, -0.17], [0.10, -0.08, 0.08], [0.01, -0.01, -0.01], [0.01, 0.03, -0.02], [0.29, 0.08, 0.41], [-0.03, -0.04, -0.04], [0.00, 0.00, 0.01], [-1.09, -0.93, -0.41], [0.04, -0.05, 0.06], [0.00, 0.00, 0.00], [0.01, 0.00, 0.02], [-0.01, 0.00, -0.01], [-0.02, 0.01, -0.02], [0.85, 0.68, 0.62], [0.01, 0.01, 0.01], [-0.11, -0.11, -0.25], [-0.04, 0.26, -0.06], [0.05, 0.01, 0.08], [0.00, 0.00, 0.00], [0.00, 0.01, -0.02], [0.00, 0.01, -0.01], [-0.03, 0.00, -0.01], [0.24, 0.02, 0.06], [-0.36, -0.42, -0.15], [0.13, 0.01, 0.06], [-0.05, -0.31, 0.05], [0.03, -0.03, 0.09], [0.07, -0.03, 0.00], [0.06, 0.14, 0.14], [0.00, 0.00, -0.02], [0.03, 0.02, -0.01], [0.16, 0.01, -0.23], [0.00, 0.00, 0.02], [0.00, 0.01, 0.00], [0.00, -0.03, 0.00], [-0.02, -0.02, -0.02], [-0.08, 0.05, -0.25], [0.01, 0.03, -0.01], [-0.15, 0.13, -0.29], [-0.19, -0.03, -0.12], [0.00, 0.00, 0.01], [0.19, 0.02, 0.55], [0.53, 0.42, 0.13], [-0.02, -0.01, 0.00], [-0.01, 0.00, 0.02], [0.52, 0.82, -0.55], [-0.01, 0.03, -0.05], [-0.02, 0.02, 0.00], [0.03, -0.01, 0.02], [-0.12, -0.02, -0.02], [0.02, -0.01, 0.00], [-0.03, -0.03, 0.01], [0.01, -0.01, 0.00], [0.08, -0.01, 0.07], [-0.02, -0.03, 0.03]]}


[2]
{"formula": "C33H39BO2S2", "method": "ωB97M-V/def2-TZVPD", "homo_ha": -0.1748, "gap_ev": 3.6003, "e_above_lowest_kcal_mol": 46.3, "symbols": ["H", "C", "H", "H", "S", "H", "H", "H", "H", "H", "H", "O", "H", "H", "C", "H", "H", "C", "H", "H", "C", "C", "C", "C", "C", "S", "H", "C", "C", "C", "C", "H", "H", "H", "C", "H", "C", "C", "B", "H", "C", "C", "C", "H", "H", "H", "H", "H", "C", "H", "C", "H", "C", "C", "C", "H", "C", "O", "H", "C", "H", "C", "C", "H", "H", "H", "H", "H", "C", "H", "H", "C", "C", "C", "H", "C", "C"], "coordinates": [[-6.5332, 2.0743, 3.2848], [-4.5283, 1.5273, 3.8562], [-4.6142, 2.0227, 1.7403], [4.6656, -3.8842, 1.3557], [1.4948, 2.2273, 1.7753], [-5.8862, 2.9788, 4.6805], [4.0603, -4.9277, 3.5122], [3.1342, -4.6713, 0.8077], [3.7955, -2.3274, 4.7189], [4.4407, 2.5370, 1.3749], [-3.7195, 6.3017, 2.4628], [1.0069, -3.6358, 3.3511], [0.9263, 1.5034, 5.3471], [-0.8395, 3.4166, 5.3856], [2.8459, 2.4805, 2.7687], [-0.3995, -5.3862, -3.0822], [4.8711, 3.0141, 3.0508], [-0.5755, 3.0860, 3.2383], [-0.0249, 0.0004, 3.9751], [-1.5819, -2.6282, -2.4716], [-5.9125, 1.9940, 4.1857], [0.3545, 1.8937, 3.2098], [-4.0145, 1.6066, 2.5556], [2.7214, -2.5180, 4.5690], [2.4638, -3.4484, 3.3827], [-1.1167, 3.8492, 1.8135], [-1.7720, 0.2405, 5.4128], [4.1029, 3.0706, 2.2711], [-0.9939, -4.1547, 0.9969], [-0.3599, 0.5923, 3.1028], [-3.7168, 1.0392, 4.8852], [-1.7197, -6.3197, -2.3768], [-2.9669, 4.8697, 4.7314], [2.5054, -5.4976, 2.7995], [2.8707, -2.8219, 1.9507], [3.4006, 2.1179, 4.8338], [2.6035, 2.1260, 4.0970], [-1.1343, -4.9733, -0.1187], [0.6672, -3.0487, 2.1919], [3.7058, -3.1813, 0.0287], [3.6473, -3.7146, 0.9882], [-1.8691, 0.8297, 3.3499], [-1.4655, -3.0364, -1.4753], [-4.1029, 0.9801, 5.9052], [-2.0612, -4.8817, -3.3532], [3.1171, -0.7356, 2.6300], [-1.0254, -6.0496, -0.0108], [2.3226, -2.9830, 5.4798], [-1.0833, -2.7291, 0.8949], [0.1474, -0.1151, 1.0390], [-1.3846, -5.3029, -2.6068], [-1.5404, -1.1228, -0.4708], [-0.6229, -1.8641, 2.1163], [-0.1877, -0.4649, 2.0154], [-2.7118, 1.1806, 2.3029], [4.6301, -1.6645, 2.3774], [-3.4486, 5.3749, 1.9470], [1.6184, -2.6644, 1.2750], [-3.1381, 5.5930, 0.9185], [-1.3438, -4.4253, -1.3857], [2.1943, -1.5574, 4.4309], [-1.3950, -2.1962, -0.3562], [3.6080, -1.4911, 2.0024], [-4.3389, 4.7318, 1.8993], [3.6903, -1.0810, 0.9853], [-1.3041, -2.0184, 2.9713], [-6.3939, 1.2955, 4.8856], [-2.3420, 1.0986, 1.2790], [-2.3665, 4.6809, 2.6653], [-0.7947, -4.6609, 1.9524], [3.9488, 4.1281, 2.0129], [1.3019, 1.8081, 4.3701], [2.9681, -4.8663, 3.5714], [-2.4041, 0.6508, 4.6242], [2.6229, -5.2230, 4.5468], [-2.2513, 4.4752, 4.0238], [-1.1488, 3.6445, 4.3682]], "atomic_forces_ev_per_a": [[0.09, 0.01, 0.24], [0.31, 0.24, 0.03], [0.03, -0.34, 0.27], [-0.10, -0.18, -0.17], [0.03, -0.94, 0.01], [-0.05, -0.24, -0.19], [-0.17, -0.10, 0.05], [0.24, 0.29, 0.13], [-0.34, -0.03, -0.11], [0.22, 0.20, 0.03], [-0.02, -0.08, -0.22], [0.66, 0.08, -0.35], [0.13, -0.03, -0.30], [-0.21, -0.19, -0.28], [0.15, 0.03, 0.36], [-0.09, 0.04, 0.13], [-0.09, -0.01, -0.24], [0.56, 0.72, 1.72], [-0.54, 0.52, -0.13], [-0.20, 0.25, 0.04], [-0.37, 0.15, 0.13], [1.79, 1.10, -1.03], [0.12, -0.29, 0.25], [0.06, 0.00, -0.02], [0.37, -0.36, -0.06], [-0.70, 0.07, -0.05], [-0.12, 0.24, -0.07], [0.18, 0.10, -0.32], [-0.21, 0.52, -0.06], [-2.69, -3.42, 1.16], [0.23, -0.28, -0.18], [0.03, 0.20, 0.04], [0.10, 0.16, 0.07], [0.34, 0.11, 0.24], [0.19, -0.49, -0.45], [-0.11, 0.09, -0.02], [-0.70, 0.28, 0.16], [0.07, 0.31, 0.00], [-1.27, 4.36, -0.16], [-0.01, -0.17, 0.31], [0.38, -0.43, 0.24], [-0.08, -1.14, -0.07], [-0.03, -0.19, 0.16], [-0.01, -0.09, -0.31], [0.01, -0.08, 0.01], [0.05, -0.18, -0.18], [-0.10, 0.12, 0.04], [0.11, 0.03, -0.22], [-0.44, 0.23, 0.20], [-0.12, -0.07, 0.08], [-0.02, 0.01, -0.23], [0.19, -0.20, 0.04], [-0.22, -2.01, 0.17], [0.91, 0.76, -1.43], [-0.24, 0.10, -0.05], [-0.31, 0.13, -0.05], [-0.37, 0.33, -0.40], [-0.19, -0.45, 0.84], [-0.21, 0.14, 0.18], [0.17, 0.14, 0.41], [0.29, -0.35, 0.00], [0.31, -0.43, -0.30], [0.09, 0.33, 0.29], [0.13, 0.16, -0.04], [-0.09, -0.17, 0.29], [0.28, -0.02, -0.20], [0.05, 0.21, -0.23], [-0.02, 0.37, 0.24], [0.51, -0.55, 1.10], [-0.18, 0.38, -0.19], [0.22, -0.16, -0.05], [0.68, 0.05, 0.51], [0.25, 0.03, 0.08], [-0.18, 0.44, -0.05], [0.16, -0.02, -0.12], [0.25, 0.26, -0.83], [-0.09, -0.59, -0.87]]}


[3]
{"formula": "C33H39BrCeN5OS", "method": "ωB97M-V/def2-TZVPD", "homo_ha": [-0.4612, -0.4614], "gap_ev": [6.5150, 6.5434], "total_charge": 2, "spin_multiplicity": 2, "e_above_lowest_kcal_mol": 37.2, "s2": 0.751, "symbols": ["C", "C", "C", "O", "H", "C", "H", "H", "H", "H", "C", "C", "H", "C", "H", "N", "C", "H", "C", "H", "H", "H", "H", "C", "H", "H", "Ce", "H", "H", "C", "C", "C", "H", "H", "H", "H", "H", "H", "H", "H", "C", "C", "C", "N", "H", "C", "Br", "C", "C", "S", "H", "C", "H", "H", "H", "N", "H", "C", "N", "C", "C", "H", "H", "H", "C", "H", "C", "H", "N", "C", "C", "C", "C", "C", "H", "H", "C", "H", "H", "C", "C"], "coordinates": [[0.9558, 0.5490, 4.8843], [-1.3282, 3.9852, -0.2475], [3.1356, -1.4733, -2.6173], [0.0639, -3.3930, -6.6901], [4.6650, -3.8246, -2.7668], [-1.2763, 0.4521, 2.2972], [-3.6593, 1.9317, -1.8347], [-3.3584, -3.0299, 2.2762], [-4.3738, -1.8001, -0.0090], [1.2327, 0.9921, 2.7715], [3.2016, -2.0036, -0.2485], [-0.6396, -0.4803, -4.5955], [0.8366, 3.3514, 4.6805], [-0.7427, 1.4678, 3.1419], [5.9653, -1.7244, -0.4916], [1.9801, -1.3461, -0.0901], [-2.1615, 5.0153, 0.2478], [0.2249, -2.8811, -7.5359], [-1.5771, 2.4231, 3.6726], [2.9661, -0.3479, -2.4814], [-1.9945, -2.4990, 1.1823], [-5.1498, 3.7084, -0.7260], [-4.4323, 0.0263, 0.1434], [-0.4329, -2.5868, -5.6980], [-4.2076, 5.5918, 0.3256], [-0.3890, -4.3121, -4.3770], [0.0334, -0.3884, -1.1300], [2.0769, -1.8836, -2.5763], [2.6470, -2.7041, 2.9994], [4.3684, -3.6649, -1.7348], [3.5824, -2.5944, 0.9954], [-3.4882, 1.3860, 2.6844], [0.3189, 0.6816, 5.7630], [1.9587, 0.8583, 5.1709], [-3.6180, 3.0707, 4.0278], [5.9409, -1.4750, -2.2836], [-1.8999, -2.0540, 2.9050], [4.5176, -3.1938, 0.9899], [2.2957, 2.1576, -1.3023], [5.1801, -3.8457, -1.0695], [1.5966, -1.6082, 1.2938], [3.9635, -2.1363, -1.4790], [-0.4994, -1.1882, -5.7974], [-0.7948, -1.0887, -3.4024], [-1.9138, 5.9304, 0.7584], [-0.8498, -2.4431, -3.2952], [-1.2647, -3.1140, -1.4591], [0.4480, -1.1404, 1.9319], [-3.5148, 4.8223, 0.0332], [0.3452, 3.8014, 0.0398], [1.1184, 3.5293, 2.9164], [0.6804, 1.4497, 3.5870], [3.5228, -4.3271, -1.4665], [-0.3897, -0.6041, -6.8007], [0.2054, -1.5899, 2.9033], [-0.4406, -0.2602, 1.4275], [3.6037, -1.5681, -3.6148], [-2.6230, -2.2518, 2.0565], [-0.8924, 1.9460, -1.3850], [-3.8135, -0.8743, 0.2994], [-2.9577, 2.3899, 3.4467], [0.9234, -0.5277, 4.6814], [-2.9472, -0.7100, -0.4162], [5.1761, -0.3339, -1.2006], [5.3458, -1.3685, -1.3472], [2.3527, 2.8088, 3.9110], [0.3152, 2.3675, -1.0294], [-4.5904, 1.3699, 2.5955], [1.4403, 1.8005, -1.7175], [-2.7114, 0.3417, 2.2096], [-0.6454, -3.2404, -4.4389], [-4.0524, 3.6992, -0.6326], [-1.8791, 2.8558, -0.9701], [-3.2410, 2.7500, -1.2107], [-1.2245, 3.0793, 4.4607], [-0.7505, 0.6331, -4.6141], [2.6050, -2.3472, 1.9617], [1.3625, 1.9674, -2.7177], [-4.3327, -0.8989, 2.2824], [-3.3628, -0.9260, 1.7550], [1.2685, 2.8625, 3.7906]], "atomic_forces_ev_per_a": [[0.08, 0.67, -0.96], [-1.57, -0.44, 0.22], [-0.81, 0.72, 0.03], [-0.90, 1.64, -0.06], [0.10, 0.03, -0.04], [-2.26, 1.44, 0.57], [0.41, 0.59, 0.62], [0.43, -0.03, 0.00], [0.55, 0.93, 0.21], [0.45, -0.16, -0.02], [-1.89, 0.08, 3.33], [-0.69, -0.14, -0.84], [0.31, -0.14, -0.37], [-0.13, -0.66, -0.28], [-0.58, 0.05, -0.64], [0.55, -0.83, 1.20], [-0.76, -1.14, -0.53], [-0.31, -0.74, 1.33], [-1.41, -0.14, 0.88], [0.64, -1.31, 0.18], [-0.33, -0.26, 0.41], [0.69, -0.37, -0.20], [-0.04, -0.50, 0.00], [1.46, -0.87, -0.03], [-0.09, 0.13, 0.26], [-0.68, 0.59, -0.03], [0.37, -0.29, 1.88], [1.07, -0.09, -0.57], [-0.32, 0.36, -0.58], [-1.92, 1.31, 0.09], [0.64, -0.08, -1.30], [-1.30, -0.42, 0.22], [-0.25, 0.51, -0.39], [0.17, -0.46, 0.25], [0.54, -0.38, -0.82], [-0.43, -0.09, 0.62], [-1.08, -0.71, -0.68], [-0.89, 0.55, 0.75], [0.24, -0.30, -0.43], [0.65, -0.48, 0.32], [0.90, -0.19, -0.67], [1.46, 0.36, -1.78], [-0.04, 1.22, -0.69], [-0.41, -0.66, 0.63], [0.82, -0.11, 0.05], [0.14, 0.47, -1.97], [0.47, 0.12, -1.78], [-1.56, 1.02, -0.39], [0.00, -0.42, -0.39], [0.69, -1.21, -1.43], [-0.23, -0.43, 0.44], [0.56, -0.19, 0.65], [0.46, 0.22, -0.27], [-0.17, -1.31, 2.01], [0.51, 0.42, -0.03], [2.07, -1.83, -0.82], [-0.45, -0.28, 0.46], [0.81, 1.30, 0.52], [1.03, 1.03, 0.11], [0.17, 0.23, -1.15], [0.52, 1.10, 0.85], [0.18, 0.26, -0.18], [-0.55, -0.39, 0.56], [-0.22, 1.19, 0.20], [0.08, -1.27, -0.36], [-0.08, -0.09, 0.24], [-0.79, 1.46, -0.28], [0.65, -0.37, -0.01], [-0.98, 0.10, 1.36], [2.14, 0.14, -0.23], [0.62, 0.17, 0.73], [-0.55, 0.93, -0.02], [1.30, 0.88, 0.77], [-0.67, -0.76, -0.17], [0.16, 0.14, -0.33], [0.39, -1.11, 0.17], [0.33, -0.42, -1.10], [0.29, 0.28, 0.16], [0.41, -0.42, 0.16], [-1.14, -0.33, -0.55], [-0.06, 0.16, -0.07]]}